Entry 1:
DFT (ωB97M-V/def2-TZVPD) results for a structure of composition C11H14ClF5N3O5Ru in a non-equilibrium geometry.

Geometry (Å):
Ru 0.08556 0.27879 0.21961
N -0.71026 0.96308 4.44663
C -0.12000 0.88756 3.23988
O 0.00175 -0.18169 2.64850
C 0.41272 2.17010 2.65240
C 1.26604 1.85778 1.45933
H -1.19718 0.15395 4.79252
H -0.92636 1.85656 4.85024
H 0.97487 2.70877 3.42454
H -0.43853 2.79077 2.36887
H 2.18671 1.33505 1.70550
H 1.39093 2.65714 0.73920
O -0.29085 2.56072 -3.23759
Cl -0.04788 1.83099 -2.05338
O 1.32455 1.98736 -1.62198
O -0.92323 2.27329 -0.98476
O -0.29122 0.41115 -2.26188
N 2.32043 -0.46228 -0.47693
C 2.40921 -1.88355 -0.80403
C 1.57694 -2.65348 0.20884
N 0.21840 -2.12385 0.16350
H 2.48868 0.15167 -1.26492
H 2.96709 -0.21673 0.26226
H 3.43860 -2.24992 -0.79598
H 1.99606 -2.03779 -1.80214
H 1.97736 -2.48095 1.21001
H 1.62020 -3.72567 -0.00642
H -0.37743 -2.51262 0.88172
H -0.20864 -2.28062 -0.74162
F -2.31229 1.65086 1.86994
C -2.88903 0.80334 0.98710
C -2.11083 -0.11801 0.31018
C -2.80317 -0.92893 -0.56665
F -2.15285 -1.88742 -1.27134
C -4.17104 -0.84569 -0.76626
F -4.78834 -1.66512 -1.62102
C -4.90406 0.09305 -0.06533
F -6.22225 0.18222 -0.23569
C -4.25753 0.92372 0.83146
F -4.95484 1.82409 1.53002

Molecular weight (u): 499.8
Total charge: 0
2S+1: 2
Electronic energy (Eh): -2022.0845

Entry 2:
DFT (ωB97M-V/def2-TZVPD) results for a structure of composition C11H14ClF6FeN4O6S3.

Geometry (Å):
Fe -1.01449 -0.63674 -0.98545
F 0.39857 3.25351 0.49151
C -0.08924 2.37232 1.35993
F -1.28605 1.96660 0.93085
F -0.23370 2.94583 2.54515
S 1.05012 0.92969 1.46943
O 0.86506 0.19200 0.23036
O 2.34083 1.48590 1.71461
N 0.51846 0.11945 2.70065
S -0.43426 -1.11947 2.50595
O -1.19004 -1.13100 1.26109
O 0.17332 -2.35873 2.89525
C -1.70450 -0.74202 3.77934
F -1.16495 -0.77937 4.98890
F -2.67534 -1.64616 3.69539
F -2.21238 0.46571 3.55756
Cl -2.49983 -2.05817 -2.30942
C -2.75176 -1.63868 -0.67982
H -2.63119 -2.46563 0.00205
H -3.54840 -0.92240 -0.52421
O -0.16564 0.83638 -2.42949
C -1.25698 1.42530 -2.36062
C -1.66557 2.73581 -2.98457
C -3.05039 2.96385 -2.36484
C -3.34833 1.67115 -1.59994
O -4.38425 1.39857 -1.03760
N -2.23361 0.85792 -1.65065
H -1.70145 2.60536 -4.06716
H -0.93421 3.51293 -2.76973
H -3.83877 3.15527 -3.08982
H -3.05692 3.78160 -1.64401
C 3.04708 -0.49933 -1.95949
N 2.96368 -1.43299 -0.85370
C 3.88654 -1.31824 0.27842
C 3.24470 -2.21758 1.35180
N 2.04122 -2.70175 0.67112
C 1.89070 -2.14169 -0.52804
S 0.52919 -2.41158 -1.55036
H 3.17234 0.50949 -1.56153
H 2.12417 -0.53564 -2.53054
H 3.89380 -0.74340 -2.60178
H 3.94545 -0.27554 0.59474
H 4.88189 -1.65635 -0.00883
H 2.98089 -1.66594 2.25408
H 3.88333 -3.05564 1.62362
H 1.24091 -3.03057 1.18980

Molecular weight (u): 599.7
Total charge: 0
2S+1: 2
Electronic energy (Eh): -4615.6862

Entry 3:
DFT (ωB97M-V/def2-TZVPD) results for a cluster of 2 separate species, C11H14FNO8P in total in a non-equilibrium geometry.

Geometry (Å):
O 0.21744 1.23380 4.37519
C 0.41820 0.80085 3.10046
O 1.19602 -0.44750 2.96896
P 2.57561 -0.25802 1.92485
O 3.68113 -1.29987 2.46388
O 3.33347 1.30752 1.96889
O 2.23678 -0.68977 0.23533
C -0.17988 1.53977 1.76046
C 0.62516 2.87744 1.21206
C 0.10871 3.63424 -0.14998
N -1.11360 3.11690 -0.90305
C -1.89156 1.90843 -0.43007
C -1.52493 1.01428 0.91635
C -2.32832 -0.31695 1.42796
C -3.95142 -0.16106 1.55094
F -4.49304 1.17396 1.21476
H 3.63411 1.50170 2.90847
H 2.94007 -1.36055 -0.02457
H 1.57766 3.24512 1.80138
H 0.71782 4.59405 -0.50524
H -1.43634 3.58572 -1.78408
H -2.85224 1.54045 -1.03543
H -2.03546 -1.25663 0.75273
H -1.93159 -0.59747 2.51545
H -4.25416 -0.36452 2.68722
H -4.56996 -0.95556 0.91338
C 0.93662 -3.43150 -3.57135
C 1.78086 -2.19958 -3.52018
O 0.89239 -1.21658 -3.02375
C -0.08535 -1.87618 -2.33628
O -0.92179 -1.33130 -1.63545
O -0.00423 -3.22434 -2.53461
H 1.51628 -4.34129 -3.39269
H 0.40014 -3.53177 -4.52068
H 2.62268 -2.29812 -2.82669
H 2.16275 -1.91565 -4.50466

Molecular weight (u): 338.2
Total charge: +1
Electronic energy (Eh): -1524.9176

total charge of number 2 (C11H14ClF6FeN4O6S3)?
0